No. 1
Below is a structure of composition C59H43BaN5O4Si at a distorted geometry, with properties calculated with ωB97M-V/def2-TZVPD.

Output
LUMO energy ... 3.37 eV
Highest occupied orbital energy ... -0.28 eV
Charge ... -2
Frontier orbital gap ... 3.7 eV
Relative energy (zero: lowest compared OMol25 entry of this formula, charge and spin) ... 9.1 kJ/mol

Each line ends with the Löwdin charge.
Positions of all 113 atoms, in Å:
Ba  0.94  0.50  -0.49  2.18
C  -3.75  0.00  -6.82  -0.12
C  -4.41  -0.59  -5.76  -0.10
C  -3.87  -0.54  -4.48  -0.04
C  -2.65  0.09  -4.23  -0.19
C  -2.00  0.70  -5.31  -0.03
C  -2.54  0.65  -6.59  -0.09
C  -2.07  0.15  -2.85  -0.10
C  -1.86  1.50  -2.31  -0.38
C  -2.42  2.69  -2.77  -0.08
C  -2.04  3.68  -1.83  -0.07
C  -1.26  3.03  -0.86  -0.28
N  -1.15  1.71  -1.17  -0.14
C  -0.73  3.64  0.41  -0.10
C  -0.05  3.05  1.43  -0.27
C  0.44  3.77  2.65  -0.02
C  1.09  2.89  3.42  -0.02
C  1.03  1.56  2.74  -0.27
C  1.57  0.40  3.21  -0.10
C  2.29  0.40  4.51  -0.20
C  3.62  -0.04  4.60  -0.05
C  4.31  -0.04  5.80  -0.11
C  3.70  0.41  6.97  -0.13
C  2.38  0.84  6.91  -0.11
C  1.68  0.82  5.70  -0.05
C  1.47  -0.95  2.55  -0.28
N  0.85  -1.15  1.35  -0.14
C  0.82  -2.50  1.12  -0.33
C  0.16  -3.12  -0.04  -0.10
C  0.58  -4.55  -0.28  -0.20
C  1.92  -4.85  -0.52  -0.02
C  2.33  -6.16  -0.76  -0.08
C  1.40  -7.19  -0.76  -0.12
C  0.06  -6.90  -0.51  -0.10
C  -0.34  -5.59  -0.28  -0.04
C  -0.72  -2.61  -0.92  -0.23
C  -1.06  -3.21  -2.23  -0.02
C  -1.69  -2.33  -2.99  -0.02
C  -1.81  -1.04  -2.27  -0.22
N  -1.38  -1.29  -0.89  -0.09
C  1.44  -3.17  2.17  -0.07
C  1.84  -2.18  3.09  -0.07
N  0.36  1.72  1.54  -0.17
C  -1.11  5.09  0.56  -0.22
C  -0.45  6.09  -0.15  -0.04
C  -0.80  7.43  -0.01  -0.11
C  -1.84  7.80  0.84  -0.13
C  -2.52  6.81  1.54  -0.10
C  -2.16  5.47  1.39  -0.03
H  -4.17  -0.03  -7.82  0.09
H  -5.36  -1.09  -5.92  0.09
H  -4.39  -1.00  -3.64  0.11
H  -1.06  1.20  -5.12  0.12
H  -2.00  1.11  -7.41  0.09
H  -3.05  2.82  -3.64  0.10
H  -2.31  4.72  -1.83  0.09
H  0.30  4.82  2.85  0.10
H  1.59  3.11  4.35  0.09
H  4.10  -0.38  3.69  0.12
H  5.34  -0.38  5.82  0.09
H  4.24  0.42  7.91  0.08
H  1.88  1.18  7.80  0.09
H  0.65  1.13  5.66  0.11
H  2.64  -4.04  -0.51  0.11
H  3.38  -6.36  -0.96  0.09
H  1.72  -8.21  -0.94  0.09
H  -0.67  -7.70  -0.50  0.09
H  -1.38  -5.36  -0.08  0.11
H  -0.71  -4.19  -2.55  0.11
H  -1.96  -2.46  -4.03  0.11
H  1.55  -4.25  2.28  0.09
H  2.34  -2.34  4.04  0.08
H  0.36  5.81  -0.81  0.12
H  -0.26  8.19  -0.56  0.09
H  -2.12  8.84  0.95  0.08
H  -3.34  7.07  2.20  0.09
H  -2.70  4.69  1.93  0.11
O  2.49  -0.86  -1.78  -0.23
C  3.40  -0.05  -1.49  -0.72
O  3.25  1.13  -1.07  -0.23
C  4.83  -0.56  -1.65  -0.10
C  5.88  0.33  -1.70  -0.01
C  7.19  -0.11  -1.85  -0.06
C  7.44  -1.48  -1.94  -0.03
C  6.37  -2.33  -1.88  -0.13
C  5.07  -1.93  -1.74  0.07
N  6.66  -3.83  -1.97  -0.34
O  7.81  -4.15  -2.18  0.04
O  5.70  -4.58  -1.91  0.07
H  5.65  1.39  -1.59  0.12
H  8.01  0.59  -1.89  0.10
H  8.45  -1.86  -2.06  0.11
H  4.24  -2.62  -1.72  0.12
C  -4.01  -2.40  -0.25  -0.15
Si  -2.71  -1.24  0.34  0.58
C  -2.16  -1.80  2.00  -0.15
C  -3.57  0.43  0.60  -0.18
C  -3.86  1.41  -0.36  -0.08
C  -4.57  2.56  -0.05  -0.08
C  -5.04  2.76  1.24  -0.12
C  -4.79  1.81  2.22  -0.11
C  -4.06  0.66  1.90  -0.10
H  -4.81  -2.43  0.50  0.03
H  -3.62  -3.42  -0.40  0.03
H  -4.44  -2.06  -1.20  0.03
H  -3.05  -1.87  2.64  0.03
H  -1.44  -1.10  2.45  0.05
H  -1.69  -2.78  1.97  0.04
H  -3.49  1.31  -1.37  0.07
H  -4.73  3.30  -0.82  0.10
H  -5.59  3.67  1.49  0.09
H  -5.14  1.96  3.23  0.09
H  -3.85  -0.03  2.69  0.07

***

No. 2
Below is a structure of composition C59H45NOP3SSiTeY at a distorted geometry, with properties calculated with ωB97M-V/def2-TZVPD.

Output
LUMO energy ... -0.06 eV
Highest occupied orbital energy ... -6.33 eV
Charge ... 0
Frontier orbital gap ... 6.3 eV
Relative energy (zero: lowest compared OMol25 entry of this formula, charge and spin) ... 0.0 kJ/mol

Each line ends with the Löwdin charge.
Positions of all 113 atoms, in Å:
Y  13.28  9.21  13.82  0.81
C  11.24  12.36  18.60  -0.08
C  10.88  13.23  17.57  -0.07
C  10.75  12.75  16.28  -0.10
C  10.86  11.39  16.03  -0.38
C  11.08  10.47  17.10  -0.10
C  11.25  10.99  18.37  -0.08
P  10.72  10.73  14.38  0.97
C  9.30  9.66  14.43  -0.40
C  8.60  9.55  15.65  -0.07
C  7.62  8.54  15.70  -0.08
C  7.24  7.79  14.60  -0.09
C  7.91  7.97  13.39  -0.09
C  8.89  8.97  13.29  -0.10
C  10.35  12.04  13.17  -0.39
C  9.01  12.44  13.00  -0.07
C  8.77  13.57  12.15  -0.07
C  9.82  14.23  11.50  -0.08
C  11.14  13.87  11.77  -0.08
C  11.42  12.80  12.63  -0.30
Si  13.16  12.16  13.09  0.59
C  13.71  13.23  14.58  -0.28
C  13.26  14.53  14.90  -0.09
C  14.11  15.47  15.57  -0.06
C  15.28  15.02  16.18  -0.06
C  15.64  13.66  16.05  -0.13
C  14.79  12.77  15.42  -0.38
P  15.40  11.05  15.35  1.02
C  17.12  11.10  14.92  -0.36
C  17.61  11.97  13.89  -0.12
C  18.90  11.94  13.48  -0.11
C  19.86  11.03  14.03  -0.07
C  19.40  10.18  15.06  -0.07
C  18.09  10.29  15.56  -0.07
C  15.44  10.66  17.14  -0.36
C  15.19  11.50  18.23  -0.06
C  15.28  11.02  19.56  -0.09
C  15.62  9.72  19.83  -0.08
C  15.72  8.84  18.74  -0.07
C  15.64  9.31  17.42  -0.14
C  14.30  12.54  11.59  -0.28
C  14.54  13.89  11.15  -0.10
C  15.26  14.19  9.97  -0.07
C  15.91  13.15  9.31  -0.08
C  15.85  11.84  9.79  -0.08
C  14.95  11.50  10.84  -0.39
P  14.20  9.89  11.01  0.96
C  15.63  8.86  10.67  -0.45
C  16.88  9.12  11.24  -0.12
C  17.98  8.28  11.14  -0.07
C  17.77  6.99  10.58  -0.08
C  16.52  6.68  10.05  -0.12
C  15.46  7.61  10.06  -0.18
C  13.19  9.75  9.50  -0.33
C  13.77  9.67  8.19  -0.07
C  12.92  9.56  7.09  -0.07
C  11.52  9.59  7.26  -0.07
C  10.98  9.70  8.53  -0.08
C  11.81  9.81  9.63  -0.10
H  11.53  12.74  19.56  0.10
H  10.61  14.30  17.76  0.12
H  10.52  13.40  15.45  0.09
H  11.22  9.41  16.89  0.08
H  11.30  10.26  19.17  0.11
H  8.64  10.31  16.45  0.12
H  7.11  8.32  16.61  0.09
H  6.42  7.02  14.73  0.12
H  7.70  7.30  12.53  0.10
H  9.35  9.25  12.32  0.12
H  8.22  12.03  13.60  0.10
H  7.77  14.00  12.06  0.10
H  9.55  15.08  10.86  0.11
H  11.94  14.40  11.32  0.08
H  12.25  14.80  14.59  0.09
H  13.69  16.44  15.76  0.09
H  15.94  15.71  16.73  0.11
H  16.47  13.25  16.56  0.09
H  16.85  12.58  13.35  0.11
H  19.29  12.58  12.60  0.14
H  20.88  10.87  13.67  0.10
H  20.04  9.43  15.52  0.10
H  17.92  9.88  16.51  0.08
H  15.07  12.57  18.07  0.09
H  15.14  11.76  20.31  0.09
H  15.69  9.28  20.83  0.11
H  15.99  7.75  18.86  0.12
H  15.70  8.60  16.59  0.10
H  14.15  14.63  11.80  0.08
H  15.23  15.19  9.57  0.10
H  16.51  13.33  8.43  0.10
H  16.50  11.08  9.41  0.10
H  17.07  10.11  11.69  0.09
H  18.96  8.64  11.40  0.10
H  18.56  6.24  10.44  0.11
H  16.28  5.69  9.61  0.12
H  14.53  7.44  9.56  0.08
H  14.85  9.66  8.05  0.11
H  13.34  9.61  6.09  0.10
H  10.88  9.55  6.39  0.10
H  9.93  9.67  8.65  0.09
H  11.37  10.14  10.57  0.09
O  11.62  5.81  16.15  0.09
C  12.07  6.85  15.87  -0.58
N  12.55  7.87  15.44  -0.13
Te  14.19  6.48  12.95  0.76
C  12.32  5.98  12.08  -0.99
C  11.07  6.16  12.67  -0.27
C  9.99  5.75  11.86  -0.20
C  10.41  5.43  10.57  -0.44
S  12.11  5.49  10.43  0.90
H  10.96  6.54  13.70  0.07
H  8.93  5.69  12.12  0.08
H  9.82  5.12  9.73  0.05